[1]
This record from OMol25 describes a molecular structure, C23H47FN2NaO8Si. The level of theory is ωB97M-V with the def2-TZVPD basis set.

The net charge is +1. As for the highest occupied orbital energy: -10.94 eV. The calculation puts the LUMO energy at -5.039 eV. For the largest force on an atom, the calculation gives 9.228 eV/Å. As for the gap between HOMO and LUMO: 5.9 eV.

Cartesian coordinates (Å):
C  9.32481  0.13638  1.21723
C  8.26443  -1.06872  0.88239
O  6.86491  -0.63543  0.71876
C  6.28932  -0.12826  1.97638
C  4.79593  -0.79306  2.33010
O  3.95051  -0.71283  1.12913
C  2.62966  -0.07547  1.44925
C  1.87701  0.23169  -0.01327
F  2.87912  -0.04832  -1.04799
C  1.62016  1.88549  -0.07424
C  2.46759  2.60457  -1.30954
C  1.78820  4.12531  -1.46221
C  2.21606  5.12295  -0.20706
N  2.02430  6.57647  -0.67719
O  0.58061  -0.38047  -0.10164
C  0.44958  -1.54732  -0.96925
C  1.44560  -2.81295  -0.60127
N  2.11378  -3.44538  -1.81826
C  0.40432  -1.19331  -2.59356
C  -0.25696  0.25921  -2.94872
O  -1.12754  0.95868  -2.22183
O  0.11495  0.86010  -4.27307
C  -1.09336  -2.10570  -0.62751
C  -1.50976  -3.48172  -1.38116
C  -2.62290  -3.11274  -2.57411
O  -3.91916  -2.87877  -2.34422
O  -1.35319  -2.13249  0.85068
C  -2.36687  -1.08311  1.19365
C  -3.90606  -1.51167  0.79983
C  -5.06332  -0.61219  1.60459
O  -5.96790  -0.01498  0.61037
Si  -7.56232  0.32255  1.26594
C  -8.36572  -1.13090  2.24713
C  -8.72819  0.61764  -0.28747
C  -7.65628  1.99869  2.27419
H  10.04107  0.31472  0.28266
H  8.80426  1.16909  1.49190
H  9.97704  -0.21061  2.13988
H  8.60522  -1.57086  -0.13025
H  8.39476  -1.89543  1.72728
H  7.02611  -0.31303  2.88252
H  6.09735  1.02656  1.82382
H  5.03419  -1.93946  2.56000
H  4.34046  -0.28912  3.28685
H  2.05315  -0.86891  2.09677
H  2.89164  0.89691  2.04376
H  0.47237  2.04268  -0.36343
H  1.75972  2.40866  0.96169
H  3.59276  2.75688  -1.02540
H  2.30234  2.08321  -2.34774
H  0.60912  3.97882  -1.35573
H  1.95627  4.59726  -2.51973
H  1.49823  5.01160  0.73166
H  3.31445  4.89032  0.12433
H  2.42456  6.57513  -1.65005
H  2.54867  7.23697  -0.05141
H  2.34837  -2.50546  0.11661
H  0.89287  -3.68668  -0.00394
H  1.42099  -3.78920  -2.51734
H  2.79978  -2.77186  -2.24517
H  1.54517  -1.12787  -2.94082
H  -0.07352  -2.03062  -3.25218
H  0.73881  0.25279  -4.76860
H  -1.82353  -1.25369  -1.03567
H  -0.65645  -4.06392  -1.92510
H  -2.08399  -4.18546  -0.60815
H  -2.20073  -3.11839  -3.69089
H  -2.04836  -0.02239  0.74820
H  -2.37113  -0.91549  2.37576
H  -4.04340  -1.20505  -0.34579
H  -4.11347  -2.66614  0.84560
H  -4.58595  0.21751  2.29081
H  -5.58845  -1.38029  2.33952
H  -9.31996  -0.76378  2.82598
H  -7.64561  -1.62789  3.04397
H  -8.66768  -1.96939  1.47847
H  -9.23947  1.69566  -0.25193
H  -9.59377  -0.20407  -0.27548
H  -8.16343  0.47450  -1.30411
H  -8.24450  1.83030  3.29530
H  -6.60563  2.48617  2.44157
H  -8.32827  2.77489  1.66660
Na  1.30623  -3.13955  -4.02871

Force components x, y, z for each atom (eV/Å):
0.3390 0.1180 0.0196
1.0793 -0.3917 -0.0597
0.9141 -0.3284 1.9775
-0.8399 0.8360 0.3650
2.0905 -1.0680 -0.2424
-0.9987 0.9109 2.0079
1.1895 -1.3265 -0.4033
1.5958 3.2840 2.1362
-2.6453 -0.4694 1.2559
-1.0454 -0.2992 -1.5348
-0.9818 1.6892 0.6242
-1.0700 -0.5520 1.2038
-0.3912 0.2037 -0.2052
1.2180 -1.4950 -0.1574
1.9302 -1.6380 -2.4023
-2.1596 -1.6960 0.9000
1.0028 -0.2328 0.8507
-0.3644 0.9102 0.0254
1.7488 1.1208 0.0555
-4.1449 4.2835 1.3927
6.0604 -5.1195 -4.7142
-0.0355 -2.8017 2.9953
-1.1249 2.1525 0.1879
-1.7493 0.0236 -0.3644
-5.3171 0.4807 1.5828
8.5155 -1.4834 -1.5002
-0.5431 1.0327 -2.3876
-0.9230 0.7158 1.5025
0.0004 1.2736 -1.6287
1.0554 -1.1162 0.3451
-0.7124 -0.7441 2.6277
-0.7085 0.8328 -1.1704
0.0884 -1.2409 0.7103
-0.8711 -0.2306 -0.6906
-0.5795 0.8593 0.4655
-1.5874 -0.3148 2.1369
1.0195 -2.3452 -0.6295
-1.2292 0.8953 -1.9576
-1.0358 1.0533 2.0263
-0.6398 1.6756 -1.6753
-1.5766 0.3980 -1.7671
0.5398 -2.1787 0.4424
-0.8471 2.3589 -0.4218
0.8255 -0.8331 -1.9292
0.6122 1.8347 -1.2035
-1.0043 -1.7207 -1.2144
2.4687 -0.5059 0.6980
0.0712 -1.1083 -2.0625
-2.0762 -0.6358 -0.7658
0.5020 0.7082 2.2406
2.4923 0.3428 -0.4696
0.0585 -0.7944 2.1065
1.5430 -0.1627 -2.0153
-1.8813 0.3277 -0.5848
-0.3171 0.5811 1.5102
-0.5564 -0.9509 -1.0780
-2.0190 -0.3348 -1.7048
0.9094 2.1625 -1.4896
0.9432 -0.3279 2.8911
-0.7826 -0.9169 0.6963
-2.2389 0.3023 0.6925
-0.2346 1.9127 1.6242
-0.9260 0.9741 0.9497
1.6516 -1.8186 0.6652
-1.3388 0.9354 1.1805
1.4669 1.5341 -1.7033
-0.9832 0.1536 1.9758
-0.7667 -2.4317 0.6652
0.4834 -0.7549 -2.5278
0.1012 -0.7743 2.4461
0.5944 2.3004 0.2591
-0.7314 -1.4815 -1.4670
0.7844 1.6895 -1.5634
1.8058 -0.6848 -1.2323
-1.5482 0.9988 -1.5462
0.4879 1.5846 1.5693
1.1608 -2.4340 -0.1816
1.7732 1.8354 -0.0431
-1.0492 0.4131 1.8918
1.5365 0.4130 -2.0105
-2.0421 -0.8627 -0.0681
1.5927 -1.6864 1.2276
0.3653 0.1798 -2.3536



[2]
This record from OMol25 describes 2 unconnected molecules or ions with the total composition C5H10O. The level of theory is ωB97M-V with the def2-TZVPD basis set.

As for the highest occupied orbital energy (alpha / beta): -7.47 / -7.46 eV. The calculation puts the LUMO energy (alpha / beta) at 0.023 / 0.021 eV. For the largest force on an atom, the calculation gives 0.282 eV/Å. As for the gap between HOMO and LUMO (alpha / beta): 7.5 / 7.5 eV. The value obtained for the energy relative to the best compared isomer or geometry (same formula, charge and spin) is 152.3 kcal/mol.

Cartesian coordinates (Å):
C  1.09680  1.46340  -0.21945
C  0.75501  -1.02615  0.19120
C  -0.03701  -0.68250  1.41347
C  -0.74307  -1.02390  0.13185
C  -1.22705  0.06624  -0.83737
O  -0.07894  0.60690  -1.51136
H  1.63110  1.91450  -1.04976
H  0.26339  2.05456  0.14568
H  1.71937  1.03229  0.54853
H  1.30469  -1.96562  0.17961
H  -0.12833  -1.41950  2.21340
H  -0.06284  0.34206  1.79730
H  -1.33642  -1.93745  0.11387
H  -1.87092  -0.37131  -1.60686
H  -1.76396  0.89728  -0.36652
H  0.59776  -0.14038  -1.27332

Force components x, y, z for each atom (eV/Å):
0.0237 0.1917 0.0409
0.0608 -0.2634 0.0808
-0.0190 0.0954 0.1970
-0.1231 -0.0326 -0.1280
-0.1386 0.0405 0.0645
0.0856 -0.0531 0.0073
-0.0738 -0.0890 0.1223
0.0987 -0.1163 -0.0784
-0.1310 0.0034 -0.1363
-0.0780 0.1186 -0.0111
0.0292 0.1158 -0.1506
0.0073 -0.1525 -0.0851
0.1211 0.1277 0.0003
0.1118 0.0384 0.1225
0.0502 -0.1091 -0.0294
-0.0248 0.0845 -0.0166



[3]
This record from OMol25 describes a molecular structure, C3H8IN. The level of theory is ωB97M-V with the def2-TZVPD basis set.

As for the highest occupied orbital energy: -8.86 eV. The calculation puts the LUMO energy at -0.013 eV. For the largest force on an atom, the calculation gives 6.733 eV/Å. As for the gap between HOMO and LUMO: 8.8 eV. The value obtained for the energy relative to the best compared isomer or geometry (same formula, charge and spin) is 51.7 kcal/mol.

Cartesian coordinates (Å):
C  0.67700  0.59235  0.70334
C  0.20587  -1.17204  -0.80006
C  -0.14060  0.15727  -0.42609
N  -0.73230  0.79939  -1.47689
I  -0.46776  2.86921  -1.82966
H  0.48983  1.56055  1.22876
H  0.63937  -0.13163  1.57708
H  1.64240  0.39280  0.28403
H  -0.34198  -1.62063  -1.63745
H  0.27785  -1.77464  0.12581
H  1.23247  -0.90738  -1.21980
H  -1.43850  -0.64299  1.63697
H  -2.04365  -0.12226  1.83395

Force components x, y, z for each atom (eV/Å):
-0.4477 0.3937 2.8285
1.2756 -2.2546 -0.5861
-2.7127 4.4401 -4.2733
1.7203 -1.1540 3.1226
-0.1986 -0.8327 0.7925
0.3878 -0.4221 -1.2507
-0.2145 0.4604 -1.1876
1.1626 0.8711 0.2738
-0.0914 0.1449 0.5350
0.1686 -0.3338 -0.8942
-0.8141 -1.2285 0.5312
-1.8881 1.4220 0.6552
1.6521 -1.5067 -0.5470



[4]
This record from OMol25 describes a single C4H3NO molecule. The level of theory is ωB97M-V with the def2-TZVPD basis set.

As for the highest occupied orbital energy (alpha / beta): -7.20 / -7.69 eV. The calculation puts the LUMO energy (alpha / beta) at 0.034 / -0.520 eV. For the largest force on an atom, the calculation gives 2.341 eV/Å. As for the gap between HOMO and LUMO (alpha / beta): 7.2 / 7.2 eV. The value obtained for the energy relative to the best compared isomer or geometry (same formula, charge and spin) is 101.1 kcal/mol.

Cartesian coordinates (Å):
C  -0.50178  -0.37308  -0.84710
C  0.76258  -0.01645  -0.30188
C  -1.69773  -0.27819  -0.31109
C  0.16624  0.70993  1.96474
N  0.94634  0.45766  0.95739
O  -2.78401  -0.19816  0.10430
H  -0.46862  -0.81515  -1.83022
H  1.64253  -0.11010  -0.91412
H  1.93445  0.62354  1.17798

Force components x, y, z for each atom (eV/Å):
1.6033 -0.0502 -0.3256
-0.9591 -0.6075 -1.4702
-1.9368 0.3710 1.2622
-0.8022 -0.1576 -0.3154
1.1642 0.6677 1.7591
1.0429 -0.1621 -0.5205
-0.2023 -0.0173 -0.1748
0.0160 -0.0361 0.0128
0.0740 -0.0080 -0.2277



[5]
This record from OMol25 describes a single C4H9NO3 molecule. The level of theory is ωB97M-V with the def2-TZVPD basis set.

As for the highest occupied orbital energy: -9.09 eV. The calculation puts the LUMO energy at 0.858 eV. For the largest force on an atom, the calculation gives 1.070 eV/Å. As for the gap between HOMO and LUMO: 9.9 eV. The value obtained for the energy relative to the best compared isomer or geometry (same formula, charge and spin) is 46.2 kcal/mol.

Cartesian coordinates (Å):
C  1.55953  -1.22628  -1.29834
C  0.73461  -0.29621  -1.72332
O  -0.08334  0.53966  -0.99887
C  0.02879  0.66556  0.40167
N  1.38652  0.74682  0.83546
O  -0.64279  1.85189  0.67865
O  -0.54021  -0.41636  1.06975
C  -1.93486  -0.58867  0.88066
H  1.70721  -1.41812  -0.23735
H  2.12401  -1.80080  -1.99557
H  0.55618  -0.09678  -2.76891
H  1.62075  1.71362  1.04708
H  1.50603  0.17548  1.67052
H  -1.17679  2.09636  -0.08505
H  -2.17308  -0.67348  -0.18528
H  -2.49031  0.24307  1.31927
H  -2.18225  -1.51577  1.38963

Force components x, y, z for each atom (eV/Å):
0.0361 -0.1307 1.0617
-0.6355 0.2736 -0.1204
0.0670 -0.1010 -0.3171
0.2825 0.0540 0.3147
-0.0570 0.1339 0.5465
-0.1348 0.2182 0.1504
0.2823 0.0071 -0.1119
0.0583 0.0200 -0.2149
-0.0195 -0.0187 -0.4135
0.2029 -0.2383 -0.4509
0.1126 -0.0144 -0.1323
-0.0922 -0.2896 -0.0766
-0.0076 0.2457 -0.2627
0.0375 -0.0703 -0.0689
-0.0346 -0.0405 0.1239
-0.0016 -0.0664 0.0011
-0.0965 0.0173 -0.0290



[6]
This record from OMol25 describes 2 unconnected molecules or ions with the total composition C6H17N2. The level of theory is ωB97M-V with the def2-TZVPD basis set.

The net charge is +1. As for the highest occupied orbital energy: -13.76 eV. The calculation puts the LUMO energy at -8.121 eV. For the largest force on an atom, the calculation gives 2.142 eV/Å. As for the gap between HOMO and LUMO: 5.6 eV. The value obtained for the energy relative to the best compared isomer or geometry (same formula, charge and spin) is 132.1 kcal/mol.

Cartesian coordinates (Å):
C  1.52426  1.44614  -0.53414
N  0.53792  0.49805  -0.18329
C  0.02830  -0.34723  -1.13524
C  -0.25761  -1.75502  -0.57006
C  -1.23454  -1.67908  0.61138
C  -0.65800  -2.80762  -1.55985
C  0.84788  2.77972  -0.89327
N  -0.17833  3.14241  0.09510
H  2.16458  1.11278  -1.36041
H  2.14621  1.52914  0.35993
H  -0.59843  2.35109  0.55749
H  -0.91906  0.07676  -1.58024
H  0.56004  -0.38036  -2.10463
H  0.69046  -2.06278  -0.10726
H  -2.25795  -1.46033  0.29604
H  -0.99446  -0.84103  1.26996
H  -1.17460  -2.58471  1.21122
H  -0.71327  -3.80036  -1.08984
H  -1.70626  -2.69775  -1.85607
H  0.02197  -2.97558  -2.39870
H  1.58311  3.58939  -0.92330
H  0.40621  2.72455  -1.88091
H  0.58396  0.15108  7.37945
H  -0.91565  3.73913  -0.25953
H  0.51326  0.25162  6.65616

Force components x, y, z for each atom (eV/Å):
0.8445 -1.2950 -0.0440
-0.7118 0.7416 -0.8175
0.5222 -0.4216 -1.5990
0.0120 -0.5026 2.0826
-0.0531 0.7074 -0.0331
-0.6944 -0.9330 -0.4630
-1.2039 1.4633 0.7013
0.2740 -0.5198 0.0285
-0.3270 0.1250 -0.1690
-0.0953 0.5354 0.1941
-0.0664 -0.0651 0.1030
-0.1158 0.1424 0.9991
0.5454 0.1076 0.2891
0.0509 0.1102 -0.3269
-0.0380 -0.4563 -0.1547
0.2411 -0.1567 0.0648
-0.2320 -0.0476 -0.1249
0.3833 0.3689 0.4022
0.2385 0.4196 -0.5325
-0.2016 0.4646 -0.1098
0.1935 -0.3464 -0.0048
0.1261 -0.6328 -0.4268
0.0280 -0.0402 0.2794
0.3082 0.1910 -0.0581
-0.0281 0.0403 -0.2799



Values for DFT total energy, eV, ordered as above
-58965.3216; -7388.1623; -12828.3120; -7728.3608; -11925.5382; -9466.3044